The following is a DFT calculation (ωB97M-V/def2-TZVPD) of 12 unconnected molecules or ions with the total composition C72H96N8O16 at a distorted geometry.

The geometry in XYZ format:
```
192
Properties=species:S:1:pos:R:3:forces:R:3
O -4.71080 0.07688 -1.05318 0.2 -0.5 0.6
N -4.24302 0.47311 -2.08720 -1.0 1.4 -1.8
O -3.62099 -0.15739 -2.91778 0.0 0.1 0.7
C -4.65656 1.87789 -2.43687 -0.6 -0.1 -3.2
C -5.25322 2.65800 -1.49931 0.1 0.6 0.4
C -5.64680 3.95157 -1.85670 0.6 0.2 -1.1
C -5.44535 4.45131 -3.18874 0.4 0.0 2.3
C -4.99293 3.60530 -4.18375 -0.7 0.6 1.3
C -4.72189 2.32163 -3.80635 1.6 -1.6 0.2
H -5.30010 2.24972 -0.50055 -0.2 0.3 0.2
H -5.98982 4.57290 -1.04264 -0.1 0.3 -0.3
H -5.39979 5.52036 -3.33533 -0.7 0.1 -0.1
H -4.82259 3.95061 -5.19278 -0.1 -0.1 0.0
H -4.40779 1.77645 -4.68414 0.3 -1.1 0.6
O -1.66244 -5.20813 -6.88992 1.0 1.5 2.9
N -1.32914 -4.79857 -5.74037 -1.9 0.9 -0.4
O -1.70219 -3.71859 -5.19526 1.2 -2.6 -1.9
C -0.62182 -5.74661 -4.85383 1.1 0.7 0.2
C 0.03625 -5.33732 -3.69447 -2.2 0.2 0.3
C 0.31296 -6.31032 -2.72839 1.6 2.2 0.5
C 0.26176 -7.61785 -3.01725 -0.6 -1.2 -0.3
C -0.15324 -7.95767 -4.28737 0.9 -3.0 1.7
C -0.60434 -7.08185 -5.17517 -1.6 0.8 -2.2
H -0.03508 -4.31043 -3.36763 0.4 0.1 -0.3
H 0.73467 -5.96762 -1.79505 -0.2 0.1 0.3
H 0.38227 -8.41954 -2.30369 0.4 0.2 0.2
H -0.14546 -9.02578 -4.44692 -0.3 -0.1 -0.7
H -1.09915 -7.43629 -6.06732 0.2 0.2 -0.2
O 0.82063 -2.97401 -1.73074 -0.5 -2.2 -0.3
N 1.33879 -1.91654 -1.68619 1.9 3.8 -0.1
O 2.49577 -1.61094 -2.10220 -2.7 -1.1 1.0
C 0.51502 -0.78581 -1.07540 3.1 1.5 0.6
C 1.22386 0.35781 -0.69034 -0.4 2.3 -0.3
C 0.50271 1.51565 -0.24955 -0.5 -1.7 -0.8
C -0.85102 1.37777 0.01355 -0.2 0.0 -0.1
C -1.50047 0.16377 -0.15037 0.5 -0.1 -0.9
C -0.80044 -0.86542 -0.79075 -1.6 -1.5 0.9
H 2.27959 0.53891 -0.82831 0.1 -0.6 -0.3
H 0.83682 2.54264 -0.25744 1.0 -0.3 0.3
H -1.40618 2.25646 0.30698 -0.1 0.0 0.2
H -2.55295 0.06017 0.06864 0.0 -0.2 0.1
H -1.22253 -1.84997 -0.92819 -0.7 0.1 -0.2
O -1.82159 -3.23621 1.30450 -0.1 -0.6 -0.3
N -1.79844 -4.34952 1.78938 1.1 0.3 1.1
O -1.19963 -4.59223 2.85026 -1.0 -0.2 -1.0
C -2.46010 -5.46470 1.07798 0.0 -1.5 2.8
C -3.00562 -6.53032 1.85071 -0.7 0.0 -1.1
C -3.61356 -7.63579 1.17911 -0.6 1.7 -0.8
C -3.64334 -7.66258 -0.23560 0.5 0.8 2.0
C -2.98823 -6.62517 -0.85063 0.1 -1.2 -2.7
C -2.39582 -5.56239 -0.25999 0.8 1.1 -0.5
H -3.06740 -6.38951 2.91970 0.1 -0.3 0.1
H -4.34844 -8.31594 1.58379 0.6 -0.2 1.1
H -4.18057 -8.44508 -0.75085 0.2 0.0 -0.2
H -2.80537 -6.64887 -1.91477 -0.4 -0.2 -0.3
H -1.81277 -4.88163 -0.86250 -0.2 0.3 0.0
O -3.86931 -2.03296 0.20892 -3.1 0.3 0.9
N -5.07728 -1.92926 0.55127 2.1 -0.8 0.9
O -6.01216 -2.50117 0.04101 0.4 0.2 -0.4
C -5.39433 -1.14589 1.81901 -0.2 -0.5 -2.2
C -6.73506 -0.84860 2.04993 -0.6 0.7 -0.6
C -7.08699 0.06821 3.01344 2.5 0.1 1.6
C -6.04532 0.49238 3.89914 0.2 -0.7 -1.2
C -4.69233 0.04773 3.69427 -1.5 1.3 -0.1
C -4.34711 -0.66102 2.54800 -0.4 -0.2 1.4
H -7.57275 -1.10630 1.41885 0.6 -0.7 -0.5
H -8.09167 0.45299 3.10813 0.0 -0.1 0.1
H -6.37438 1.20287 4.64299 0.6 0.0 0.4
H -3.83990 0.37339 4.27193 -0.3 0.3 0.5
H -3.30243 -0.89015 2.39789 -0.1 -0.2 -0.5
O 1.02287 3.21426 3.44864 -2.4 -0.4 2.0
N -0.03602 2.92018 4.07659 0.5 -0.7 -2.7
O -0.91847 3.70014 4.40165 1.4 -0.6 0.3
C -0.37104 1.42220 4.13897 2.0 -0.3 -1.3
C -1.16334 0.93291 5.13993 0.0 1.9 1.1
C -1.31591 -0.39648 5.30429 -0.9 -2.4 -0.7
C -0.76842 -1.31742 4.39295 -1.1 0.3 1.6
C -0.03032 -0.86467 3.35974 0.5 0.8 -1.0
C 0.22908 0.51137 3.23026 0.0 0.5 0.6
H -1.54006 1.62776 5.87591 -0.4 0.1 0.0
H -2.04418 -0.82746 5.97533 0.2 0.3 0.7
H -0.96767 -2.37058 4.52542 0.0 -0.1 -0.1
H 0.28415 -1.60842 2.64257 0.5 0.3 -0.3
H 0.95695 0.80620 2.48886 -0.2 0.4 -0.1
O 2.16786 9.53980 -0.37425 1.0 -0.8 0.4
N 2.73896 8.49326 -0.08106 -1.3 -1.0 -0.2
O 3.92430 8.26766 -0.07086 0.6 0.9 0.0
C 1.89130 7.27831 0.21803 -1.9 1.5 0.2
C 2.48876 6.08630 0.62090 -0.7 -0.2 -0.3
C 1.62271 5.02469 0.85392 -0.3 0.1 1.3
C 0.25056 5.18799 0.83335 -0.4 -0.6 -1.3
C -0.34400 6.32295 0.33927 0.9 2.7 0.8
C 0.46664 7.48790 0.15099 1.2 -2.5 -0.4
H 3.54612 5.93576 0.78130 0.1 0.4 -0.3
H 1.90941 4.08277 1.29776 0.7 0.0 -0.2
H -0.38708 4.34482 1.05445 0.1 -0.1 0.2
H -1.41580 6.45539 0.32942 -0.1 -0.2 -0.2
H 0.02825 8.43434 -0.12913 0.3 0.0 0.0
O 4.08914 2.93035 -0.85265 0.0 0.2 1.7
N 4.17909 2.85359 0.38334 -0.2 -1.5 -1.3
O 3.47352 2.11933 1.06628 0.4 0.7 -0.2
C 5.24262 3.59693 1.03087 0.4 0.7 3.9
C 5.44383 3.58772 2.49263 -0.1 1.7 -1.4
C 6.26498 4.59870 3.09902 -1.8 -1.7 -0.3
C 6.97245 5.48416 2.34722 0.6 0.7 -2.7
C 6.86073 5.40015 0.94707 -1.4 -0.4 -0.2
C 5.92321 4.54464 0.32549 1.7 0.4 -0.4
H 4.82172 3.03079 3.17761 -0.1 -0.4 -0.4
H 6.16824 4.77842 4.15955 0.2 -0.5 0.2
H 7.55771 6.32025 2.70051 0.0 -0.2 0.6
H 7.28161 6.09054 0.23107 0.5 0.3 0.5
H 5.84420 4.60991 -0.74964 -0.3 0.0 0.0
C 5.93671 -8.26834 -4.48452 0.2 1.3 1.9
C 5.78095 -8.11634 -2.88484 0.9 1.1 -0.1
C 6.33382 -6.66487 -2.38159 -0.5 -1.1 1.2
C 5.68626 -6.01176 -1.07071 1.5 -0.3 -1.9
C 4.61735 -5.07055 -1.51494 -0.8 0.4 -0.6
C 3.70738 -4.56449 -0.45841 0.3 0.8 1.0
H 6.70141 -7.55030 -4.78075 0.5 -0.4 -0.1
H 5.05792 -7.77181 -4.89597 -0.3 -0.6 -0.2
H 6.15065 -9.23836 -4.93327 -0.3 0.0 0.3
H 4.76996 -8.39980 -2.59219 -0.4 0.9 -0.2
H 6.31248 -8.76004 -2.18396 0.7 -0.7 -0.8
H 6.42661 -5.95703 -3.20528 -0.8 0.2 0.0
H 7.37829 -6.73937 -2.07887 0.2 -0.8 -0.3
H 5.54414 -6.67402 -0.21670 -1.0 -0.7 -0.5
H 6.48551 -5.42264 -0.62100 0.2 0.5 -0.2
H 5.06145 -4.19260 -1.98408 0.5 0.0 0.1
H 3.96924 -5.39287 -2.32991 0.1 -0.9 -0.1
H 2.96388 -5.29418 -0.13770 -0.3 0.2 -0.2
H 4.29780 -4.31740 0.42390 0.0 0.1 0.3
H 3.34391 -3.60900 -0.83659 -0.8 -0.2 0.4
C -0.83416 1.85958 -4.15161 -0.4 -0.7 1.6
C -0.67724 0.34426 -4.40107 0.8 0.8 -1.5
C 0.48577 0.06971 -5.41399 -0.3 -0.4 1.9
C 1.93365 0.42211 -4.88090 -1.1 0.3 -2.2
C 2.57090 1.39778 -5.89057 2.4 0.1 -0.4
C 2.54517 2.90513 -5.62253 -0.9 -0.2 0.6
H -1.70780 1.95327 -3.50658 -0.5 0.2 -0.2
H -0.95541 2.52618 -5.00545 0.2 -0.3 -0.1
H -0.07420 2.21645 -3.45647 0.6 0.2 -0.5
H -0.52020 -0.17482 -3.45556 0.0 0.1 0.0
H -1.61293 -0.01903 -4.82605 0.0 -0.2 0.0
H 0.23343 0.54775 -6.36051 0.3 0.3 0.1
H 0.53565 -0.99862 -5.62445 -0.4 -0.1 -0.1
H 2.00545 0.77120 -3.85081 -0.2 0.1 0.0
H 2.46468 -0.52541 -4.97214 0.3 0.2 0.4
H 3.63226 1.15845 -5.95633 0.5 -0.1 0.6
H 2.38829 1.14849 -6.93585 -1.1 0.0 0.0
H 2.86611 3.04193 -4.58988 -0.2 0.2 0.2
H 3.17417 3.57982 -6.20326 0.2 -0.6 -0.4
H 1.53165 3.29027 -5.73460 -0.1 0.1 0.2
C -8.48747 6.10984 1.65984 0.3 0.8 -0.1
C -7.23232 5.20014 1.46124 -0.6 0.4 1.3
C -6.42280 5.03468 2.74913 -1.5 -0.1 0.9
C -5.48591 3.87313 2.80071 -0.2 -0.3 -0.2
C -4.23445 4.16256 2.05910 0.8 0.4 -0.1
C -3.14481 3.14687 2.25111 0.0 -0.2 -0.5
H -8.89150 6.55025 0.74830 0.3 -0.2 -0.4
H -8.27780 6.98180 2.27938 0.5 0.1 0.1
H -9.37516 5.72221 2.15969 0.3 -0.9 0.0
H -7.59574 4.19145 1.26479 0.2 0.0 -0.9
H -6.51678 5.61530 0.75149 -0.6 -0.2 -0.6
H -7.15213 4.76458 3.51282 -0.3 0.6 0.4
H -5.89455 5.94115 3.04471 -0.2 0.2 0.0
H -5.30232 3.59974 3.83977 0.4 0.2 0.2
H -5.99334 2.99506 2.40121 0.0 -0.2 -0.3
H -4.42994 4.34688 1.00273 -0.1 -0.3 -0.3
H -3.82030 5.12169 2.36999 -0.1 0.3 0.4
H -2.93669 2.97000 3.30634 0.1 0.1 -0.1
H -3.41739 2.19039 1.80509 0.1 -0.2 -0.1
H -2.27822 3.55902 1.73413 0.3 -0.4 0.3
C 3.34854 1.72387 5.62523 0.8 -0.5 0.8
C 4.49305 0.68715 5.91327 -1.0 0.1 -0.8
C 5.18803 0.26020 4.57363 -0.6 -0.6 1.1
C 4.19994 -0.62556 3.77548 -0.1 1.2 0.9
C 4.70654 -1.65734 2.86097 0.4 -1.3 -1.8
C 4.96932 -1.18771 1.40093 0.8 -2.0 0.9
H 2.82840 1.59499 4.67605 0.4 0.1 -0.2
H 3.84007 2.68863 5.75067 -0.5 0.4 -0.5
H 2.56152 1.63862 6.37453 0.1 0.1 0.2
H 5.13908 1.09850 6.68887 0.4 0.1 -0.3
H 4.01734 -0.16069 6.40620 0.2 -0.4 -0.3
H 6.06767 -0.35131 4.77466 0.3 0.2 0.1
H 5.47672 1.16412 4.03727 0.2 -0.2 -0.1
H 3.61316 -1.19592 4.49555 -0.5 0.6 0.2
H 3.60577 0.05960 3.17084 -0.7 -0.2 0.2
H 5.50208 -2.28412 3.26392 0.9 0.7 0.1
H 3.98550 -2.47406 2.82647 -0.7 0.2 -0.4
H 4.04002 -1.07305 0.84295 0.1 1.0 0.2
H 5.77467 -0.45407 1.36518 -0.6 0.6 -0.2
H 5.41157 -2.04922 0.90063 0.2 -0.2 -0.2
```
Forces are in eV/Å.

Summary:
E, eV: -120873.838
SMILES: O=[N+]([O-])c1ccccc1.O=[N+]([O-])c1ccccc1.O=[N+]([O-])c1ccccc1.O=[N+]([O-])c1ccccc1.O=[N+]([O-])c1ccccc1.O=[N+]([O-])c1ccccc1.O=[N+]([O-])c1ccccc1.O=[N+]([O-])c1ccccc1.CCCCCC.CCCCCC.CCCCCC.CCCCCC
E_LUMO, Eh: -0.03470



The following is a DFT calculation (ωB97M-V/def2-TZVPD) of 3 unconnected molecules or ions with the total composition C2H10O2S2.

The geometry in XYZ format:
```
16
Properties=species:S:1:pos:R:3:forces:R:3
C -0.60260 -0.78089 0.15118 0.0 0.0 0.4
C 0.85690 -0.94330 0.53773 0.1 -0.3 -0.2
S 1.82700 0.52729 0.12153 0.5 -0.1 -0.1
S 3.75426 -0.24625 0.41896 -0.7 0.2 0.0
H -0.70905 -0.43031 -0.87071 0.0 -0.2 -0.2
H -1.11251 -0.06135 0.78476 0.0 0.2 0.1
H -1.10916 -1.73973 0.29578 0.0 0.1 -0.2
H 1.28909 -1.80217 0.01536 0.0 0.2 -0.1
H 0.98291 -1.14706 1.58864 -0.1 0.0 0.5
H 3.57610 -1.22867 -0.47552 0.3 0.0 -0.1
O -0.25985 2.78090 2.80040 0.0 0.1 0.0
H -0.64109 2.19977 3.46601 0.0 0.1 0.0
H -0.43929 3.68134 3.09951 0.0 -0.2 0.0
O -2.76418 -0.00994 -3.88913 0.2 -0.2 0.0
H -2.75543 -0.70322 -4.55785 -0.2 0.1 0.0
H -1.89308 -0.09640 -3.48664 -0.1 0.2 0.1
```
Forces are in eV/Å.

Summary:
E, eV: -28001.464
SMILES: CCSS.O.O
E_LUMO, Eh: 0.01964



Number 1: highest occupied orbital energy -9.4 eV. Number 2: highest occupied orbital energy -8.6 eV.